# 1
The following is a DFT calculation (ωB97M-V/def2-TZVPD) of a single C8H11NO3 molecule at a distorted geometry.

Computed properties:
Maximum force = 4.32 eV/A
HOMO = -0.3606 Eh
SMILES = CC[C@@H]1O[C@H](C)C(=O)[C@@]1(O)C#N
Total charge = 0

Each line ends with the Mulliken charge.
Element x y z (Å)
C -1.657 -1.037 0.317  -1.09
C -0.449 -0.937 -0.577  -0.81
C 0.704 -0.893 0.425  -0.28
O 0.480 0.084 1.361  -0.52
C 1.114 1.255 0.846  0.06
C 0.139 2.266 0.170  -1.09
C 2.270 1.018 -0.162  0.06
O 2.929 1.845 -0.719  -0.50
C 2.366 -0.507 -0.356  1.00
O 2.429 -0.969 -1.754  -0.56
C 3.334 -1.165 0.461  -0.10
N 4.013 -1.588 1.255  -0.44
H -2.587 -0.873 -0.344  0.34
H -1.507 -0.193 1.016  0.28
H -1.527 -2.032 0.849  0.30
H -0.382 -0.094 -1.284  0.39
H -0.285 -1.810 -1.162  0.40
H 0.830 -1.865 0.836  0.81
H 1.476 1.795 1.679  0.51
H -0.133 1.762 -0.811  0.22
H 0.804 3.162 -0.022  0.38
H -0.790 2.585 0.774  0.29
H 1.688 -0.615 -2.260  0.37


# 2
The following is a DFT calculation (ωB97M-V/def2-TZVPD) of 2 unconnected molecules or ions with the total composition C8H11NO3.

Computed properties:
Maximum force = 0.78 eV/A
HOMO = -0.3337 Eh
SMILES = C#CCC(C)=O.C1=NOCCO1
Total charge = 0

Each line ends with the Mulliken charge.
Element x y z (Å)
C -4.078 1.870 0.171  0.14
C -3.378 1.050 -0.369  -0.44
C -2.522 0.052 -1.007  -0.64
C -1.772 -0.886 -0.051  0.62
C -2.400 -1.169 1.291  -1.16
O -0.738 -1.393 -0.412  -0.53
H -4.710 2.597 0.647  0.39
H -1.775 0.523 -1.656  0.31
H -3.127 -0.594 -1.660  0.27
H -2.420 -0.251 1.892  0.32
H -1.828 -1.948 1.806  0.33
H -3.443 -1.485 1.168  0.37
C 2.791 0.721 1.296  0.02
N 1.916 -0.210 1.244  -0.40
O 1.760 -0.843 0.007  -0.08
C 2.898 -0.751 -0.825  -0.41
C 3.295 0.703 -0.971  -0.37
O 3.580 1.220 0.329  -0.33
H 2.942 1.204 2.262  0.40
H 2.608 -1.195 -1.784  0.37
H 3.725 -1.328 -0.390  0.24
H 2.473 1.278 -1.417  0.26
H 4.204 0.834 -1.570  0.30


> Which of these has the lowest HOMO?

number 1